--- A ---
Molecular formula: C5H4
Method: DFT, ωB97M-V/def2-TZVPD

As for the frontier orbital gap: 8.406 eV.

CARTESIAN COORDINATES (ANGSTROEM)
C1 2.11934 -0.38663 0.34819
C2 1.01704 0.02341 -0.12552
C3 -0.14151 0.63301 -0.43702
C4 -1.38256 0.06760 -0.06190
C5 -2.44891 -0.45302 0.15568
H1 2.89607 -1.14073 0.11553
H2 1.43039 0.74711 0.84494
H3 -0.09954 1.42799 -1.16985
H4 -3.39034 -0.91873 0.32995

---

--- B ---
Molecular formula: C5H4
Method: DFT, ωB97M-V/def2-TZVPD

As for the frontier orbital gap: 9.768 eV.

CARTESIAN COORDINATES (ANGSTROEM)
C1 -1.01851 0.02089 -0.64395
C2 1.38157 -0.80177 0.06876
C3 1.34983 0.79686 0.11543
C4 0.14220 -0.04060 -0.08942
C5 2.40191 0.03373 -0.55712
H1 -1.75437 -0.81723 -1.02290
H2 -1.37442 1.06115 -0.62868
H3 1.53126 -1.80588 0.46946
H4 1.65271 1.54197 0.87467

---

--- C ---
Molecular formula: C5H4
Method: DFT, ωB97M-V/def2-TZVPD

As for the frontier orbital gap: 7.918 eV.

CARTESIAN COORDINATES (ANGSTROEM)
C1 -1.47301 -0.30072 -0.01478
C2 0.02722 -0.38253 0.01577
C3 1.01789 0.46270 0.01154
C4 2.15838 1.08484 0.00957
C5 3.39214 1.43546 0.00668
H1 -1.88576 -0.86134 0.83152
H2 -1.84895 -0.77860 -0.92699
H3 -1.86118 0.71856 0.02482
H4 0.47325 -1.37838 0.04187

---

Which structure is the most stable? The one labeled C.

---

--- A ---
Molecular formula: C23H27CaN3O3P2S3
Method: DFT, ωB97M-V/def2-TZVPD

As for the frontier orbital gap: 5.464 eV. The charge is -2.

CARTESIAN COORDINATES (ANGSTROEM)
Ca1 -0.37014 -0.77993 -0.22220
C1 3.04592 0.09236 2.70769
C2 2.40019 -0.61012 1.52753
O1 1.48889 -0.00538 0.96459
C3 2.88239 -1.92753 1.12285
C4 4.06730 -2.42348 1.70675
C5 4.63581 -3.61723 1.34020
C6 3.99538 -4.37484 0.33686
C7 2.83778 -3.95010 -0.24563
C8 2.20180 -2.71533 0.12864
O2 1.10534 -2.38953 -0.40780
H1 2.48563 1.00633 2.88936
H2 4.09030 0.33945 2.50446
H3 3.02044 -0.53391 3.60052
H4 4.55300 -1.82978 2.47126
H5 5.54782 -3.96573 1.80707
H6 4.42788 -5.32054 0.02320
H7 2.33417 -4.52864 -1.01029
O3 0.71205 -0.20442 -2.23997
N1 1.19733 -1.09911 -3.07252
C9 2.52385 -1.04736 -3.32426
C10 3.13588 -1.90984 -4.19309
C11 2.33525 -2.87440 -4.81919
C12 0.99866 -2.93013 -4.53663
C13 0.36054 -2.04906 -3.62335
S1 -1.26933 -2.10652 -3.18282
H8 3.01867 -0.27079 -2.76087
H9 4.20175 -1.83822 -4.35565
H10 2.77095 -3.58477 -5.51225
H11 0.36070 -3.67630 -4.98999
C14 -0.20794 2.75372 3.34356
P1 -1.17320 2.08528 1.91971
C15 -2.82038 1.99310 2.71425
C16 -1.37379 3.65300 0.94153
C17 -1.97028 3.36112 -0.44421
P2 -0.92621 2.18465 -1.40609
C18 -1.96939 1.94527 -2.88811
C19 0.34155 3.32361 -2.09180
H12 -0.67785 3.63358 3.79788
H13 0.80013 3.01959 3.01748
H14 -0.11957 1.97232 4.10095
H15 -3.05374 2.90194 3.27885
H16 -2.83653 1.12554 3.37611
H17 -3.57428 1.81922 1.94509
H18 -0.37449 4.09166 0.83422
H19 -1.98460 4.38164 1.48849
H20 -2.12557 4.28379 -1.01701
H21 -2.94185 2.86968 -0.33327
H22 -2.28955 2.89819 -3.32372
H23 -2.84545 1.35299 -2.61845
H24 -1.40450 1.36230 -3.61641
H25 -0.11340 4.19087 -2.58294
H26 0.93774 2.76739 -2.81698
H27 1.01561 3.66985 -1.30630
S2 -1.23680 -1.60450 2.41393
C20 -2.97702 -1.57950 2.30670
C21 -3.66146 -2.16886 3.44478
N2 -4.16891 -2.62666 4.37388
C22 -3.74378 -1.05347 1.30619
S3 -3.18188 -0.27644 -0.15640
C23 -5.18457 -1.11898 1.46105
N3 -6.33406 -1.14360 1.55609

---

--- B ---
Molecular formula: C23H27CaN3O3P2S3
Method: DFT, ωB97M-V/def2-TZVPD

As for the frontier orbital gap: 5.548 eV. The charge is -2.

CARTESIAN COORDINATES (ANGSTROEM)
Ca1 -0.62492 -0.74505 -0.27515
C1 2.77548 0.07501 2.77381
C2 2.15099 -0.61317 1.56980
O1 1.23295 -0.01060 1.01529
C3 2.67952 -1.89586 1.12920
C4 3.87114 -2.38354 1.70516
C5 4.47284 -3.54712 1.29837
C6 3.86431 -4.28505 0.26190
C7 2.70061 -3.86752 -0.31333
C8 2.02630 -2.66378 0.09760
O2 0.93159 -2.34984 -0.44664
H1 2.18478 0.96340 2.98317
H2 3.80982 0.36414 2.57671
H3 2.76893 -0.58098 3.64509
H4 4.33759 -1.80922 2.49613
H5 5.39062 -3.88904 1.75956
H6 4.32630 -5.20553 -0.08234
H7 2.22195 -4.43027 -1.10568
O3 0.57077 -0.04146 -2.22510
N1 1.09295 -0.94701 -3.01767
C9 2.42839 -0.92105 -3.20265
C10 3.07306 -1.80531 -4.02598
C11 2.30021 -2.77251 -4.67718
C12 0.94817 -2.80981 -4.46056
C13 0.28348 -1.90527 -3.59609
S1 -1.36743 -1.95280 -3.24498
H8 2.91217 -0.14385 -2.62999
H9 4.14677 -1.75021 -4.13380
H10 2.76455 -3.49719 -5.33574
H11 0.32550 -3.55721 -4.93158
C14 -0.33740 2.96371 3.37607
P1 -1.20433 2.15823 1.95855
C15 -2.83388 1.88117 2.75042
C16 -1.59671 3.69061 0.98326
C17 -2.29937 3.34563 -0.33492
P2 -1.29006 2.19560 -1.36396
C18 -2.38448 1.98201 -2.81288
C19 -0.04733 3.35504 -2.06874
H12 -0.90779 3.79173 3.81036
H13 0.63633 3.33487 3.04889
H14 -0.16735 2.21088 4.14826
H15 -3.19698 2.77350 3.27060
H16 -2.74435 1.05107 3.45268
H17 -3.54859 1.57523 1.98492
H18 -0.64226 4.19059 0.78049
H19 -2.20173 4.38739 1.57627
H20 -2.54826 4.25083 -0.90247
H21 -3.23273 2.81127 -0.13307
H22 -2.68926 2.93569 -3.25625
H23 -3.26748 1.42067 -2.50335
H24 -1.85497 1.37341 -3.54747
H25 -0.51063 4.21703 -2.56020
H26 0.54933 2.79822 -2.79289
H27 0.62597 3.70799 -1.28560
S2 -1.57897 -1.68464 2.30587
C20 -3.29621 -1.41294 2.29586
C21 -3.97188 -1.80089 3.50704
N2 -4.47789 -2.10578 4.49839
C22 -4.04774 -0.86421 1.29207
S3 -3.47845 -0.30066 -0.25536
C23 -5.45960 -0.70542 1.51298
N3 -6.59434 -0.55008 1.65684

---

Which structure is the most stable? The one labeled B.

---

--- A ---
Molecular formula: C4H2Cl4
Method: DFT, ωB97M-V/def2-TZVPD

As for the frontier orbital gap (spin up / spin down): 8.085 / 8.020 eV.

CARTESIAN COORDINATES (ANGSTROEM)
C1 0.51021 0.08498 -0.70400
C2 1.04259 1.24927 -0.75930
C3 -0.81706 -0.43418 1.03767
C4 -0.30184 -0.98100 -0.21529
Cl1 -1.95592 0.85198 1.10553
Cl2 0.20704 -0.56455 2.35886
Cl3 0.55105 -2.61039 0.06981
Cl4 -1.66838 -1.15917 -1.38283
H1 1.62034 1.49838 -1.53953
H2 0.81195 2.06468 0.02909

---

--- B ---
Molecular formula: C4H2Cl4
Method: DFT, ωB97M-V/def2-TZVPD

As for the frontier orbital gap: 8.401 eV.

CARTESIAN COORDINATES (ANGSTROEM)
C1 -0.09783 -0.31570 0.18699
C2 -1.38800 0.15613 -0.32882
C3 1.04531 -1.13154 0.20957
C4 1.24113 0.23917 0.38799
Cl1 -2.97434 1.51380 0.27936
Cl2 1.55499 -2.69555 0.20835
Cl3 1.96072 1.02980 1.89373
Cl4 1.87472 1.06928 -1.06838
H1 -2.06667 -0.71403 -0.64964
H2 -1.15004 0.84863 -1.11915

---

Which structure is the most stable? The one labeled B.

---

--- A ---
Molecular formula: C28H38BCaN10OS4
Method: DFT, ωB97M-V/def2-TZVPD

As for the frontier orbital gap: 7.214 eV. The charge is -1.

CARTESIAN COORDINATES (ANGSTROEM)
Ca1 10.88001 9.90676 11.71927
C1 13.41800 13.98672 15.73271
C2 12.59558 13.79166 14.45758
C3 12.20975 15.19832 14.00458
C4 13.41460 13.04610 13.40362
N1 11.34707 12.99170 14.71436
C5 10.76962 12.83616 15.94537
C6 9.48340 12.48945 15.74974
N2 9.20917 12.40035 14.43639
B1 7.73174 12.13614 14.00983
N3 7.42792 12.77888 12.62802
C7 7.21524 14.15045 12.55853
C8 7.02550 14.50494 11.26941
N4 7.18224 13.36578 10.52223
C9 7.42582 12.28395 11.36138
S1 7.64268 10.63818 10.84813
C10 7.34453 13.35610 9.05356
C11 6.30539 12.46618 8.35883
C12 8.76037 12.92406 8.63259
C13 7.08007 14.78202 8.52276
N5 7.19171 10.69510 14.02288
C14 5.80360 10.50410 14.03862
C15 5.58505 9.19418 14.15485
N6 6.81651 8.55705 14.23402
C16 7.79769 9.49087 14.09914
S2 9.45330 9.14566 14.06591
C17 7.03750 7.09007 14.30214
C18 7.97899 6.65437 15.49320
C19 5.63494 6.41262 14.51092
C20 7.49856 6.58141 12.95281
C21 10.36293 12.70691 13.76471
S3 10.53461 12.73846 12.12534
H1 14.33245 14.50678 15.41040
H2 13.66660 13.03115 16.11715
H3 12.86276 14.53841 16.48325
H4 13.13554 15.80503 14.00444
H5 11.51320 15.51936 14.85946
H6 11.66592 15.23659 13.07460
H7 14.37346 13.45423 13.37400
H8 12.89449 13.17558 12.45262
H9 13.58788 12.01496 13.75333
H10 11.34701 12.85916 16.89194
H11 8.76018 12.24967 16.53616
H12 7.11847 12.74606 14.79877
H13 7.20420 14.76389 13.45904
H14 6.80802 15.45871 10.89446
H15 6.56554 11.41696 8.44133
H16 6.34962 12.75062 7.31895
H17 5.30719 12.62531 8.78890
H18 8.91082 11.91956 8.88066
H19 9.58426 13.60330 8.98810
H20 8.88089 12.90672 7.51942
H21 6.06294 15.14604 8.74818
H22 7.18819 14.80707 7.43223
H23 7.80725 15.46778 8.99218
H24 5.05355 11.27531 13.96575
H25 4.67768 8.67902 14.04011
H26 7.91748 7.28997 16.44565
H27 9.03558 6.71044 15.19948
H28 7.81131 5.62572 15.76749
H29 5.07457 6.91645 15.32236
H30 5.72959 5.35472 14.65028
H31 5.13414 6.60348 13.57464
H32 8.50740 6.89873 12.66267
H33 6.79832 6.82961 12.19867
H34 7.52537 5.53125 13.01376
O1 10.87368 7.90135 10.68003
N7 11.23460 7.62483 9.48013
C22 11.54843 6.34684 9.13769
C23 12.00330 5.96808 7.90313
C24 12.03394 6.94403 6.91362
C25 11.67613 8.24263 7.21636
C26 11.37992 8.65153 8.55512
S4 11.23291 10.29601 8.99831
H35 11.43230 5.64777 9.94546
H36 12.15880 4.90497 7.69133
H37 12.23742 6.65197 5.88111
H38 11.66117 9.04222 6.50100
N8 12.79340 9.45771 13.03020
C27 13.85199 9.65687 13.48370
N9 15.00134 10.00422 14.03350
C28 16.09252 9.34416 13.74573
N10 17.07630 8.82038 13.44133

---

--- B ---
Molecular formula: C28H38BCaN10OS4
Method: DFT, ωB97M-V/def2-TZVPD

As for the frontier orbital gap: 7.342 eV. The charge is -1.

CARTESIAN COORDINATES (ANGSTROEM)
Ca1 0.43155 -0.54088 1.41970
C1 4.89201 1.87911 -2.89541
C2 4.10632 0.97330 -1.92204
C3 4.73350 -0.43229 -1.83168
C4 4.18914 1.61403 -0.52838
N1 2.70095 0.88420 -2.41975
C5 2.50145 0.42442 -3.72682
C6 1.17160 0.28670 -3.88961
N2 0.57193 0.65632 -2.71634
B1 -0.91131 0.20989 -2.57284
N3 -1.11312 -1.26163 -2.31750
C7 -2.31680 -1.79726 -2.73188
C8 -2.36559 -3.05601 -2.29215
N4 -1.21683 -3.30080 -1.58072
C9 -0.41812 -2.21063 -1.63461
S1 1.20131 -2.04178 -1.11682
C10 -1.07687 -4.61910 -0.89829
C11 0.18796 -4.73325 -0.03882
C12 -1.02705 -5.68739 -2.01311
C13 -2.32199 -4.85318 0.01227
N5 -1.63654 1.11070 -1.57245
C14 -1.81177 2.42541 -1.94038
C15 -2.46416 3.02808 -0.95956
N6 -2.68493 2.09945 0.02518
C16 -2.21463 0.89345 -0.38217
S2 -2.38334 -0.59020 0.46983
C17 -3.47249 2.54811 1.21041
C18 -3.68021 1.52312 2.32135
C19 -2.77040 3.73142 1.89406
C20 -4.88630 2.90000 0.69385
C21 1.50024 1.05234 -1.82441
S3 1.17874 1.81714 -0.35160
H1 5.86902 2.12958 -2.50365
H2 4.38292 2.83152 -3.05858
H3 5.03147 1.39459 -3.85468
H4 5.76793 -0.35948 -1.48841
H5 4.75309 -0.93551 -2.80813
H6 4.21332 -1.08261 -1.12849
H7 5.24007 1.64169 -0.25957
H8 3.62506 1.05480 0.21209
H9 3.79003 2.60938 -0.53580
H10 3.36010 0.25319 -4.35288
H11 0.59414 -0.03632 -4.70474
H12 -1.39935 0.43262 -3.65707
H13 -3.04675 -1.20542 -3.22611
H14 -3.13320 -3.77642 -2.35234
H15 1.07762 -4.60826 -0.64879
H16 0.17078 -5.70717 0.47318
H17 0.20309 -3.95896 0.73874
H18 -0.19536 -5.45440 -2.65262
H19 -1.96197 -5.78135 -2.55399
H20 -0.84444 -6.66360 -1.54880
H21 -2.37370 -4.05723 0.73673
H22 -2.19771 -5.78301 0.55236
H23 -3.28969 -4.87005 -0.53198
H24 -1.39472 2.77285 -2.85924
H25 -2.80465 4.03657 -0.84669
H26 -2.76503 1.26047 2.82335
H27 -4.14165 0.63001 1.96122
H28 -4.36951 1.96446 3.06496
H29 -1.84934 3.35967 2.29700
H30 -3.38023 4.11029 2.69505
H31 -2.60176 4.56773 1.20925
H32 -5.37351 2.01836 0.30914
H33 -4.83401 3.67488 -0.05361
H34 -5.49719 3.28791 1.50492
O1 2.33600 0.20987 2.38904
N7 2.46684 1.35125 3.05612
C22 3.72189 1.84710 3.14464
C23 4.02124 3.08437 3.71680
C24 2.93825 3.76454 4.27125
C25 1.65941 3.22339 4.19458
C26 1.36768 1.99063 3.55644
S4 -0.23261 1.32720 3.36408
H35 4.47654 1.16711 2.76164
H36 5.02298 3.46904 3.74849
H37 3.08623 4.73667 4.74454
H38 0.86270 3.73892 4.71027
N8 -0.44460 -2.45325 2.59239
C27 -1.41235 -2.87273 3.08369
N9 -2.53418 -3.35478 3.49205
C28 -3.03065 -3.05892 4.65282
N10 -3.52450 -2.85394 5.68004

---

Which structure is the most stable? The one labeled B.